(1)
The following is a quantum chemistry calculation of C39H39BeN6O4S2 as an isolated structure in a non-equilibrium geometry, from the OMol25 dataset.

* total charge: -1

```
91
C39H39BeN6O4S2 (wB97M-V/def2-TZVPD)
Be -6.2670 -4.1240 18.1605
C -5.2763 -3.3763 19.3909
C -4.3095 -3.6613 20.0963
C -3.1204 -3.9670 20.8323
C -3.2170 -4.7346 22.0549
C -2.1645 -5.5958 22.5066
C -2.3139 -6.3292 23.6679
C -3.4905 -6.3627 24.4255
C -4.5511 -5.6075 23.9312
C -4.4147 -4.8315 22.7913
C -1.8226 -3.5278 20.3178
C -1.5965 -3.2258 18.9514
C -0.3889 -2.8086 18.4389
C 0.7261 -2.6533 19.2718
C 0.5369 -2.8845 20.6296
C -0.6985 -3.2816 21.1379
H -1.2112 -5.5733 22.0020
H -1.4752 -6.9452 23.9870
H -3.5773 -6.9508 25.3385
H -5.5232 -5.6875 24.4232
H -5.2795 -4.2964 22.3987
H -2.4372 -3.3307 18.2875
H -0.3300 -2.5332 17.3771
H 1.6962 -2.2972 18.9252
H 1.3368 -2.7623 21.3545
H -0.8697 -3.4190 22.2014
C -11.7563 -1.2640 17.8628
N -10.4937 -1.5017 18.5923
N -9.9880 -2.8253 18.4690
C -8.6168 -2.7824 18.2973
O -7.9592 -3.8460 18.2711
C -8.2813 -1.3934 18.1771
C -9.4264 -0.6921 18.2888
C -9.6411 0.7632 18.0344
C -10.5947 -3.8143 19.2834
C -10.6972 -5.1246 18.8316
C -11.3416 -6.0656 19.6511
C -11.8273 -5.6737 20.9015
C -11.7079 -4.3602 21.3341
C -11.0893 -3.4297 20.5127
H -12.5184 -1.9947 18.1625
H -11.5733 -1.3832 16.8035
H -12.1091 -0.2566 18.1208
H -7.2996 -1.0211 17.8659
H -8.6712 1.2595 17.9984
H -10.2165 1.2136 18.8351
H -10.1641 0.9106 17.1033
H -10.3362 -5.3764 17.8535
H -11.4940 -7.0680 19.3187
H -12.3422 -6.3521 21.5448
H -12.1164 -4.0845 22.2910
H -10.9661 -2.3941 20.8007
N -0.3986 0.6059 19.5711
C -1.5216 0.4705 18.7383
C -2.6706 -0.1654 19.2364
C -3.8225 -0.2779 18.4657
C -3.8084 0.2001 17.1575
C -2.6441 0.7413 16.6155
C -1.5109 0.8820 17.4137
S -5.2105 -0.1243 16.1140
O -6.2496 0.7725 16.5692
O -4.7853 -0.0127 14.7346
N -5.7161 -1.5546 16.5260
C -5.3142 -2.6915 16.0097
S -4.3465 -2.9131 14.5417
C -4.4279 -4.6259 14.7258
C -5.1100 -4.9665 15.8293
N -5.6108 -3.8834 16.5919
H -0.3524 -0.1721 20.2352
H 0.4736 0.5787 19.0521
H -2.6779 -0.5308 20.2623
H -4.6943 -0.7440 18.8876
H -2.5686 1.0536 15.5751
H -0.6236 1.2715 16.9766
H -3.9873 -5.3212 14.0269
H -5.3904 -5.9357 16.1991
C -4.4030 -7.4901 18.6002
N -5.3067 -7.2222 19.7144
C -4.8969 -7.7952 21.0206
C -6.2609 -6.3131 19.5146
C -7.1692 -5.8132 20.6256
O -6.3793 -5.8287 18.3484
H -3.7475 -8.3431 18.8247
H -3.7530 -6.6146 18.4291
H -4.9694 -7.6317 17.6991
H -4.8480 -8.8908 20.9155
H -5.5901 -7.5537 21.8090
H -3.9406 -7.3966 21.3333
H -7.1974 -6.4885 21.4861
H -8.1640 -5.7023 20.1897
H -6.7488 -4.8883 20.9810
```

(2)
The following is a quantum chemistry calculation of the molecule C12H14FNO4Si in a non-equilibrium geometry, from the OMol25 dataset.

* total charge: 0
* ΔE to the lowest compared entry with this formula, charge and spin: 0.00 kcal/mol
* SMILES string: O=C1CN2CCO[Si](c3ccc(F)cc3)(OCC2)O1

```
33
C12H14FNO4Si (wB97M-V/def2-TZVPD)
O 0.8520 -1.6100 3.2320
F -5.5699 2.2197 -1.4749
O -0.4171 -0.8822 1.5172
O 0.8764 1.2237 0.2873
O 0.1489 -0.9631 -1.2072
C 0.6337 -1.5603 2.0575
C -3.6756 2.3651 -0.0837
C -3.8835 0.5784 -1.6107
C -2.3928 1.9356 0.2344
C -2.6660 0.0875 -1.1926
C -4.4189 1.6864 -1.0324
C -1.8546 0.7932 -0.3256
N 2.4269 -1.2667 0.4130
C 1.6392 -2.2677 1.1753
C 1.8305 1.0712 1.3262
C 1.3695 -0.5901 -1.7583
C 2.9104 0.0287 1.0563
C 2.4675 -1.3349 -1.0552
Si -0.2328 0.0180 0.1154
H -4.1093 3.2335 0.3745
H -4.4411 0.0325 -2.3492
H -1.7628 2.5292 0.8636
H -2.2990 -0.8274 -1.6289
H 2.2977 -2.9007 1.7885
H 1.1152 -2.9550 0.5125
H 2.2164 2.0836 1.5401
H 1.2393 0.7793 2.2078
H 1.3050 -0.8001 -2.8517
H 1.4602 0.5098 -1.6900
H 3.6428 0.4968 0.3682
H 3.4688 -0.2515 1.9406
H 2.3404 -2.3874 -1.3329
H 3.4827 -1.0753 -1.4171
```

(3)
The following is a quantum chemistry calculation of the molecule C4H8O3 in a non-equilibrium geometry, from the OMol25 dataset.

* total charge: 0
* ΔE to the lowest compared entry with this formula, charge and spin: 54.15 kcal/mol
* SMILES string: COC(=O)CCO

```
15
C4H8O3 (wB97M-V/def2-TZVPD)
C -2.6588 -0.2196 0.0071
O -1.5276 0.6036 0.3190
C -0.3531 0.0713 -0.0232
O -0.2738 -0.9834 -0.6409
C 0.8557 0.7529 0.4958
C 2.0571 0.4120 -0.3568
O 2.3030 -0.9493 0.1387
H -2.5486 -1.2075 0.4639
H -3.5227 0.2999 0.4196
H -2.7610 -0.3440 -1.0736
H 0.6959 1.7799 0.8645
H 1.3834 -0.1836 1.1327
H 1.9330 0.3370 -1.4369
H 2.9149 1.0426 -0.1071
H 1.5025 -1.4117 -0.2026
```

(4)
The following is a quantum chemistry calculation of C16H18BrCuNSeSi as an isolated structure in a non-equilibrium geometry, from the OMol25 dataset.

* total charge: -1
* ΔE to the lowest compared entry with this formula, charge and spin: 23.08 kcal/mol

```
39
C16H18BrCuNSeSi (wB97M-V/def2-TZVPD)
Cu 1.2708 0.5040 0.4553
Br 5.6760 3.2921 -3.1851
C 4.1574 2.4200 -2.4406
C 3.0927 3.1650 -1.9583
C 2.0554 2.4919 -1.3427
N 2.0488 1.1622 -1.1573
C 3.0489 0.4553 -1.7067
C 4.1288 1.0372 -2.3410
H 3.0652 4.2394 -2.0659
H 1.2048 3.0427 -0.9683
H 2.9926 -0.6203 -1.6207
H 4.9203 0.4280 -2.7522
Se -0.0771 0.7634 -3.6312
C -1.6860 0.0439 -4.3192
C -2.8736 0.7671 -4.2591
C -4.0275 0.2562 -4.8210
C -4.0217 -0.9816 -5.4417
C -2.8493 -1.7181 -5.4713
C -1.6908 -1.2146 -4.9134
H -2.8930 1.7337 -3.7732
H -4.9462 0.8298 -4.7855
H -4.9219 -1.3665 -5.9042
H -2.8429 -2.6923 -5.9454
H -0.7805 -1.7988 -4.9396
C -0.3970 -2.8830 5.1765
Si -0.2211 -0.9955 4.9265
C 1.1443 -0.4214 6.1355
C -1.8590 -0.2727 5.5977
C 0.2542 -0.4693 3.2270
C 0.6369 -0.0951 2.1327
H -0.5746 -3.0951 6.2281
H 0.4968 -3.4184 4.8764
H -1.2287 -3.2910 4.6118
H 0.9180 -0.7160 7.1573
H 1.2523 0.6587 6.1132
H 2.1053 -0.8497 5.8670
H -1.9880 -0.5734 6.6348
H -2.7193 -0.6285 5.0409
H -1.8712 0.8109 5.5628
```

(5)
The following is a quantum chemistry calculation of an isolated ion of composition C3H5Cl2N2 and charge +1 in a non-equilibrium geometry, from the OMol25 dataset.

* total charge: +1
* ΔE to the lowest compared entry with this formula, charge and spin: 91.27 kcal/mol
* SMILES string: N[C@@]1(Cl)C([NH3+])=C1Cl

```
12
C3H5Cl2N2 (wB97M-V/def2-TZVPD)
C 0.5328 0.3785 -0.4671
C 1.4903 -0.1685 -1.2290
C 0.1023 -0.8819 -1.1998
N -0.1975 -2.0628 -0.6032
N 0.2568 1.4708 0.4570
Cl 3.0510 -0.0407 -1.8585
Cl -0.8565 -0.4764 -2.7895
H -1.1495 -2.1790 -0.6343
H 0.2957 -2.8201 -0.8972
H -0.4536 1.2018 1.2185
H -0.1195 2.3229 0.0979
H 1.1815 1.5177 0.8580
```

(6)
The following is a quantum chemistry calculation of a 3-piece molecular cluster, C4H10OS4 overall in a non-equilibrium geometry, from the OMol25 dataset.

* total charge: 0
* ΔE to the lowest compared entry with this formula, charge and spin: 48.22 kcal/mol

```
19
C4H10OS4 (wB97M-V/def2-TZVPD)
C 2.0628 0.5702 -1.3982
C 1.7013 0.3805 0.0678
C 0.4233 1.0756 0.5588
C -2.3167 -0.7931 0.0141
O -1.9448 -1.2743 1.0469
S 0.9523 -0.9699 3.6114
S -0.3163 1.7892 -0.7457
S -3.5336 0.5033 -0.2751
S -2.0933 -1.8209 -1.6043
H 1.2158 0.1423 -2.0463
H 2.8953 -0.1812 -1.7164
H 2.0972 1.6278 -1.8220
H 1.3896 -0.6575 0.0998
H 2.5214 0.4181 0.8608
H -0.1047 -1.0447 2.6534
H 1.3275 0.1600 3.3197
H -1.4407 2.3385 -0.1045
H -3.4930 0.3484 -1.6870
H -1.3433 -2.6125 -0.8331
```

(7)
The following is a quantum chemistry calculation of C6H9N as an isolated structure, from the OMol25 dataset.

* total charge: 0
* ΔE to the lowest compared entry with this formula, charge and spin: 138.11 kcal/mol

```
16
C6H9N (wB97M-V/def2-TZVPD)
C 1.8165 -0.2800 -0.0648
C 0.3163 -0.1358 -0.0918
C -0.5217 0.6523 0.9619
C -1.3155 1.2040 -0.2347
N -0.4380 0.4816 -1.2196
C -0.5998 -0.9312 -1.0123
C -0.8441 -0.6845 1.4215
H 2.3331 0.6828 -0.0538
H 2.1744 -0.8191 -0.9422
H 2.1611 -0.8395 0.8074
H 0.0650 1.3688 1.5447
H -2.3685 0.9094 -0.2782
H -1.2092 2.2786 -0.3944
H -0.0209 -1.5480 -1.6909
H -1.5846 -1.3333 -0.7718
H 0.0359 -1.0063 2.0189
```

| no. | gap between HOMO and LUMO (eV) | DFT total energy (eV) |
| --- | --- | --- |
| 1 | 4.34 | -80281.4110 |
| 2 | 9.66 | -32949.2132 |
| 3 | 11.07 | -10418.6555 |
| 4 | 5.22 | -206281.2286 |
| 5 | 9.73 | -31206.7398 |
| 6 | 8.41 | -49694.3943 |
| 7 | 8.96 | -7852.1706 |